{"formula": "C34H25Co2N2O6", "method": "the ωB97M-V functional and the def2-TZVPD basis", "elements": ["N", "C", "C", "C", "C", "C", "C", "C", "N", "C", "C", "C", "C", "C", "C", "C", "C", "C", "C", "C", "C", "H", "H", "H", "H", "H", "H", "H", "H", "H", "H", "H", "H", "H", "H", "H", "H", "H", "H", "O", "C", "Co", "C", "O", "C", "O", "C", "C", "C", "C", "C", "C", "C", "C", "C", "Co", "C", "O", "C", "O", "C", "O", "H", "H", "H", "H", "H", "H", "H"], "positions_angstrom": [[7.219, -0.648, 2.785], [6.062, -0.492, 2.916], [4.650, -0.298, 3.023], [3.860, -1.115, 3.860], [2.471, -0.972, 3.888], [1.814, -0.008, 3.063], [0.365, 0.151, 2.979], [-0.514, -0.920, 2.901], [-1.863, -0.702, 2.853], [-2.424, 0.658, 2.755], [-3.907, 0.477, 2.475], [-4.142, -1.023, 2.201], [-2.801, -1.727, 2.356], [-0.028, -2.334, 2.810], [0.853, -2.689, 1.769], [1.327, -4.000, 1.672], [0.941, -4.959, 2.622], [0.070, -4.602, 3.668], [-0.417, -3.295, 3.766], [2.635, 0.862, 2.296], [4.019, 0.707, 2.261], [4.351, -1.883, 4.474], [1.870, -1.638, 4.520], [-0.014, 1.180, 2.959], [-2.238, 1.225, 3.676], [-1.944, 1.193, 1.926], [-4.499, 0.804, 3.331], [-4.199, 1.082, 1.615], [-4.865, -1.433, 2.908], [-4.529, -1.190, 1.194], [-2.447, -2.114, 1.391], [-2.853, -2.575, 3.050], [1.147, -1.929, 1.032], [2.001, -4.269, 0.848], [1.314, -5.990, 2.544], [-0.241, -5.343, 4.416], [-1.080, -2.997, 4.592], [2.151, 1.620, 1.670], [4.633, 1.361, 1.630], [2.778, 1.146, -4.120], [1.892, 0.737, -3.499], [0.424, 0.284, -2.640], [0.467, -1.466, -2.386], [0.442, -2.612, -2.253], [0.471, 1.106, -1.118], [0.441, 1.686, -0.094], [-0.864, 1.592, -3.413], [-0.125, 2.814, -3.861], [0.408, 3.639, -2.865], [1.356, 4.608, -3.193], [1.742, 4.796, -4.528], [1.236, 3.945, -5.520], [0.252, 2.995, -5.208], [-1.093, 0.441, -4.282], [-0.717, -0.046, -5.500], [-2.471, 0.668, -3.048], [-2.760, 1.545, -1.532], [-2.795, 2.173, -0.552], [-2.813, -1.040, -2.448], [-2.913, -2.129, -2.066], [-3.887, 1.086, -4.115], [-4.685, 1.416, -4.895], [0.114, 3.480, -1.821], [1.791, 5.218, -2.392], [2.460, 5.601, -4.786], [1.595, 4.040, -6.555], [-0.165, 2.384, -6.018], [-1.441, -0.729, -5.969], [0.113, 0.449, -6.019]], "largest_force_ha_per_bohr": 0.064, "e_above_lowest_kj_mol": 19.2, "gap_ev": 6.09, "charge": -1, "lumo_energy_ev": 2.290, "homo_ev": -3.80}